Record 1
A 14-piece molecular cluster, C84H210N10O16P4 overall. Source: OMol25; level of theory: ωB97M-V with the def2-TZVPD basis set.

XYZ file:
```
324
Properties=species:S:1:pos:R:3:lowdin_charge:R:1
C 2.27 -5.31 -8.46 -0.100
C 1.41 -5.40 -7.20 -0.268
N 1.08 -4.09 -6.59 -0.175
C 1.14 -4.09 -5.12 -0.256
C 0.04 -4.77 -4.26 -0.068
C -0.15 -3.48 -7.13 -0.238
C -0.24 -1.95 -6.91 -0.078
H 2.64 -6.29 -8.73 0.057
H 3.08 -4.62 -8.21 0.075
H 1.77 -4.88 -9.34 0.071
H 0.49 -6.03 -7.39 0.122
H 2.01 -6.04 -6.48 0.115
H 2.15 -4.44 -4.77 0.109
H 1.02 -3.06 -4.85 0.062
H 0.02 -4.42 -3.23 0.048
H -0.93 -4.50 -4.64 0.051
H 0.24 -5.82 -4.31 0.052
H -1.04 -3.93 -6.64 0.099
H -0.24 -3.72 -8.20 0.119
H -1.19 -1.61 -7.25 0.053
H 0.57 -1.40 -7.43 0.067
H -0.17 -1.56 -5.88 0.061
C -8.37 -0.53 4.04 -0.072
C -7.25 -1.07 3.10 -0.237
N -7.41 -0.52 1.75 -0.180
C -8.57 -0.94 0.97 -0.221
C -8.70 -2.47 0.47 -0.066
C -6.22 -0.98 0.97 -0.280
C -5.05 -0.13 1.35 -0.101
H -9.38 -0.88 3.85 0.061
H -8.35 0.56 3.95 0.065
H -8.18 -0.66 5.10 0.057
H -6.31 -0.74 3.50 0.085
H -7.26 -2.17 2.99 0.117
H -9.54 -0.58 1.43 0.123
H -8.41 -0.38 0.03 0.098
H -9.04 -3.19 1.19 0.054
H -9.51 -2.45 -0.26 0.068
H -7.79 -2.80 0.01 0.025
H -6.40 -0.90 -0.09 0.091
H -5.96 -2.08 1.08 0.125
H -4.16 -0.38 0.73 0.054
H -4.78 -0.27 2.40 0.059
H -5.25 0.95 1.22 0.070
C 3.72 -1.42 -4.16 -0.060
C 5.11 -1.79 -3.56 -0.175
N 5.43 -0.91 -2.34 -0.150
C 5.13 0.53 -2.43 -0.267
C 5.79 1.52 -3.37 -0.067
C 6.84 -1.13 -1.98 -0.283
C 7.25 -0.50 -0.67 -0.091
H 3.25 -2.25 -4.67 0.056
H 3.79 -0.58 -4.84 0.063
H 3.12 -1.02 -3.39 0.026
H 5.03 -2.83 -3.26 0.091
H 5.90 -1.65 -4.32 0.110
H 4.08 0.66 -2.63 0.084
H 5.25 0.87 -1.43 0.080
H 5.72 1.13 -4.42 0.086
H 5.25 2.44 -3.31 0.062
H 6.86 1.63 -3.20 0.065
H 7.51 -0.70 -2.77 0.119
H 7.05 -2.22 -1.94 0.116
H 8.22 -0.88 -0.35 0.077
H 6.56 -0.85 0.10 0.058
H 7.38 0.58 -0.75 0.066
C 3.49 -7.21 -3.49 -0.092
C 4.17 -6.94 -2.12 -0.269
N 4.17 -5.56 -1.67 -0.175
C 5.00 -5.46 -0.49 -0.272
C 5.21 -4.03 0.03 -0.067
C 2.84 -4.89 -1.60 -0.202
C 1.93 -5.35 -0.43 -0.058
H 4.05 -6.64 -4.26 0.078
H 2.45 -6.90 -3.57 0.041
H 3.45 -8.31 -3.58 0.078
H 3.58 -7.60 -1.45 0.112
H 5.22 -7.28 -2.25 0.125
H 5.98 -5.86 -0.74 0.108
H 4.75 -6.07 0.38 0.112
H 4.28 -3.74 0.46 0.033
H 5.56 -3.42 -0.78 0.050
H 6.02 -4.01 0.73 0.072
H 3.01 -3.81 -1.44 0.092
H 2.33 -5.00 -2.57 0.079
H 2.40 -5.04 0.51 0.065
H 0.95 -4.90 -0.39 0.036
H 1.69 -6.40 -0.51 0.066
C -4.67 3.83 6.94 -0.063
C -4.27 4.66 5.71 -0.242
N -4.56 4.04 4.41 -0.159
C -3.59 4.65 3.47 -0.242
C -2.23 3.89 3.44 -0.051
C -5.90 4.36 3.93 -0.280
C -6.27 3.51 2.77 -0.103
H -4.38 4.34 7.84 0.062
H -4.22 2.85 6.96 0.039
H -5.75 3.77 7.03 0.068
H -4.73 5.61 5.76 0.095
H -3.18 4.87 5.81 0.107
H -3.93 4.51 2.44 0.088
H -3.52 5.72 3.62 0.104
H -1.69 3.91 4.40 0.060
H -2.55 2.86 3.24 0.061
H -1.59 4.21 2.62 0.044
H -6.03 5.38 3.69 0.106
H -6.61 4.10 4.72 0.118
H -6.38 2.40 2.95 0.085
H -5.65 3.69 1.90 0.054
H -7.29 3.78 2.40 0.086
C -3.62 -3.11 -2.42 -0.098
C -4.22 -4.49 -2.61 -0.260
N -5.47 -4.40 -3.31 -0.189
C -6.06 -5.69 -3.63 -0.260
C -6.73 -6.53 -2.54 -0.081
C -6.46 -3.51 -2.65 -0.247
C -7.78 -3.34 -3.44 -0.061
H -2.61 -3.16 -2.03 0.048
H -4.18 -2.56 -1.66 0.056
H -3.56 -2.52 -3.35 0.071
H -3.52 -5.07 -3.24 0.119
H -4.37 -5.05 -1.63 0.131
H -6.78 -5.53 -4.49 0.126
H -5.26 -6.29 -3.96 0.089
H -7.33 -7.31 -2.98 0.063
H -6.01 -6.98 -1.84 0.077
H -7.44 -5.91 -1.99 0.055
H -6.07 -2.53 -2.49 0.072
H -6.71 -3.95 -1.73 0.076
H -7.45 -2.92 -4.37 0.066
H -8.35 -2.60 -2.90 0.067
H -8.31 -4.28 -3.53 0.063
C 3.58 -6.22 6.53 -0.073
C 4.32 -4.87 6.72 -0.266
N 4.48 -4.16 5.48 -0.206
C 5.36 -4.78 4.52 -0.289
C 6.81 -5.00 4.85 -0.097
C 4.87 -2.76 5.66 -0.230
C 3.63 -1.82 5.74 -0.059
H 3.44 -6.74 7.50 0.075
H 4.08 -6.92 5.85 0.064
H 2.55 -6.04 6.21 0.061
H 3.71 -4.29 7.41 0.109
H 5.29 -4.95 7.25 0.109
H 4.97 -5.73 4.11 0.110
H 5.34 -4.05 3.66 0.111
H 6.98 -5.42 5.86 0.073
H 7.32 -5.76 4.21 0.081
H 7.39 -4.09 4.73 0.062
H 5.55 -2.44 4.85 0.104
H 5.43 -2.70 6.61 0.113
H 3.15 -1.70 4.73 0.042
H 3.99 -0.78 5.83 0.059
H 2.89 -2.19 6.45 0.075
C 0.91 -3.68 4.02 -0.073
C 0.97 -2.77 2.81 -0.282
N -0.28 -2.21 2.45 -0.189
C -1.15 -3.20 1.72 -0.213
C -2.46 -2.72 1.09 -0.094
C -0.92 -1.38 3.42 -0.237
C 0.05 -0.31 4.02 -0.051
H 0.38 -4.66 3.92 0.076
H 0.45 -3.11 4.82 0.061
H 1.90 -4.03 4.38 0.063
H 1.76 -2.02 3.03 0.093
H 1.31 -3.26 1.91 0.092
H -1.36 -4.09 2.36 0.116
H -0.55 -3.63 0.86 0.095
H -2.33 -1.77 0.51 0.065
H -3.28 -2.51 1.78 0.060
H -2.73 -3.53 0.35 0.082
H -1.73 -0.89 2.94 0.071
H -1.31 -1.94 4.29 0.116
H -0.58 0.48 4.49 0.055
H 0.78 -0.62 4.79 0.078
H 0.54 0.17 3.21 0.041
C -6.46 1.98 -1.82 -0.062
C -5.08 1.46 -2.32 -0.280
N -4.94 1.26 -3.75 -0.174
C -5.53 -0.04 -4.14 -0.236
C -5.92 -0.04 -5.65 -0.066
C -3.54 1.40 -4.13 -0.229
C -2.43 0.83 -3.22 -0.067
H -6.47 1.98 -0.73 0.064
H -7.22 1.34 -2.26 0.056
H -6.63 2.94 -2.27 0.062
H -4.38 2.27 -2.02 0.109
H -4.79 0.58 -1.68 0.113
H -4.85 -0.89 -4.00 0.094
H -6.43 -0.23 -3.56 0.097
H -6.64 0.77 -5.93 0.089
H -5.06 -0.06 -6.29 0.049
H -6.40 -1.01 -5.70 0.051
H -3.39 2.48 -4.20 0.095
H -3.46 1.05 -5.19 0.118
H -2.46 1.23 -2.19 0.052
H -1.41 1.10 -3.55 0.055
H -2.47 -0.26 -3.22 0.054
C 5.12 1.62 4.40 -0.065
C 5.96 2.92 4.17 -0.194
N 6.25 3.21 2.75 -0.164
C 6.79 2.13 1.88 -0.255
C 7.99 1.47 2.45 -0.089
C 5.12 3.80 2.11 -0.298
C 4.52 5.06 2.75 -0.072
H 4.26 1.66 3.71 0.069
H 4.71 1.56 5.42 0.069
H 5.53 0.70 4.13 0.020
H 5.43 3.72 4.68 0.093
H 6.88 2.86 4.72 0.094
H 6.05 1.34 1.70 0.080
H 6.97 2.57 0.88 0.118
H 8.61 1.05 1.62 0.079
H 8.68 2.05 3.02 0.069
H 7.66 0.61 3.03 0.069
H 4.37 3.06 1.89 0.083
H 5.44 4.09 1.13 0.103
H 3.98 4.79 3.67 0.054
H 3.77 5.53 2.05 0.073
H 5.29 5.83 2.97 0.086
C 1.17 2.87 -3.21 -0.052
C 1.26 1.75 -4.23 -0.175
O 2.38 2.01 -5.19 -0.193
P 2.19 2.10 -6.72 0.312
O 1.76 0.96 -7.58 -0.228
O 1.20 3.34 -6.85 -0.174
C 0.53 3.40 -8.11 -0.269
C 1.41 4.01 -9.19 -0.054
O 3.61 2.57 -7.11 -0.161
C 4.20 3.74 -6.50 -0.262
C 4.83 4.66 -7.52 -0.065
H 0.94 3.77 -3.74 0.078
H 0.36 2.64 -2.58 0.031
H 2.09 2.93 -2.62 0.081
H 1.60 0.75 -3.89 0.108
H 0.36 1.60 -4.86 0.110
H 0.17 2.39 -8.28 0.105
H -0.33 4.01 -7.99 0.102
H 2.36 3.51 -9.20 0.060
H 0.92 3.98 -10.15 0.081
H 1.55 5.05 -8.91 0.074
H 3.50 4.28 -5.85 0.115
H 4.93 3.40 -5.78 0.100
H 4.00 5.19 -8.09 0.088
H 5.39 5.46 -6.98 0.096
H 5.46 4.15 -8.20 0.063
C 1.39 3.03 3.92 -0.053
C 1.83 2.63 5.30 -0.248
O 0.90 3.10 6.31 -0.196
P -0.04 2.03 7.05 0.460
O 0.60 0.69 7.21 -0.239
O -0.47 2.93 8.31 -0.179
C -0.99 4.28 8.08 -0.248
C -1.02 5.12 9.36 -0.053
O -1.32 1.99 6.07 -0.210
C -2.30 1.02 6.36 -0.279
C -3.34 0.86 5.26 -0.054
H 2.24 2.96 3.16 0.091
H 0.55 2.47 3.60 0.037
H 1.04 4.08 4.10 0.100
H 1.92 1.57 5.50 0.088
H 2.80 3.08 5.54 0.106
H -0.35 4.74 7.34 0.103
H -1.96 4.17 7.60 0.085
H -1.35 6.12 9.14 0.072
H -1.56 4.57 10.15 0.091
H 0.03 5.15 9.64 0.077
H -1.82 0.07 6.54 0.106
H -2.80 1.31 7.28 0.106
H -3.82 -0.08 5.39 0.074
H -4.04 1.66 5.08 0.052
H -2.76 0.72 4.34 0.051
C -3.11 8.90 1.08 -0.067
C -2.62 7.48 0.97 -0.261
O -1.98 7.22 -0.30 -0.178
P -1.18 5.85 -0.50 0.406
O -1.85 4.67 0.14 -0.243
O 0.27 6.23 -0.05 -0.155
C 1.35 5.33 -0.37 -0.249
C 2.55 6.07 -0.96 -0.046
O -1.04 5.66 -2.06 -0.169
C -1.92 4.78 -2.77 -0.278
C -2.88 5.65 -3.51 -0.050
H -3.14 9.12 2.15 0.085
H -2.50 9.64 0.49 0.101
H -4.10 9.00 0.72 0.051
H -1.81 7.30 1.68 0.114
H -3.43 6.74 1.16 0.118
H 1.73 4.83 0.51 0.096
H 0.89 4.54 -1.06 0.108
H 2.44 6.59 -1.87 0.059
H 2.97 6.67 -0.18 0.064
H 3.28 5.23 -1.09 0.094
H -1.29 4.14 -3.42 0.105
H -2.29 4.03 -2.08 0.097
H -3.54 5.06 -4.20 0.092
H -3.40 6.20 -2.82 0.052
H -2.33 6.30 -4.20 0.092
C 4.49 -1.22 2.07 -0.070
C 4.02 -0.31 1.00 -0.239
O 2.64 0.10 1.32 -0.161
P 1.94 0.99 0.28 0.281
O 2.59 2.22 -0.18 -0.212
O 1.69 0.06 -0.94 -0.177
C 1.17 -1.27 -0.66 -0.201
C 0.23 -1.77 -1.81 -0.025
O 0.52 1.08 0.94 -0.187
C -0.45 2.13 0.54 -0.221
C -1.81 1.55 0.71 -0.067
H 4.06 -2.24 1.96 0.074
H 5.60 -1.25 2.10 0.087
H 4.10 -0.86 3.04 0.059
H 4.58 0.62 0.87 0.085
H 4.09 -0.78 0.04 0.087
H 2.07 -1.90 -0.56 0.103
H 0.69 -1.31 0.34 0.098
H 0.72 -1.80 -2.79 0.062
H -0.18 -2.73 -1.53 0.045
H -0.63 -1.10 -1.84 0.054
H -0.25 2.95 1.19 0.082
H -0.24 2.48 -0.48 0.098
H -2.56 2.32 0.69 0.062
H -1.95 0.79 -0.07 0.067
H -1.88 1.09 1.72 0.081
```

Computed properties:
charge	0
molar mass	1740.55	g mol⁻¹
maximum force	2.89	eV/Å
energy	-175336.3177	eV



Record 2
A 2-piece molecular cluster, C5H10N2O overall. Source: OMol25; level of theory: ωB97M-V with the def2-TZVPD basis set.

XYZ file:
```
18
Properties=species:S:1:pos:R:3:nbo_charge:R:1
C 0.64 -0.01 -2.41 -0.601
C 0.94 -0.77 -1.13 -0.427
C -0.03 -0.53 0.00 0.098
C 0.16 -0.30 1.33 -0.118
N -1.02 -0.42 2.01 -0.465
C -1.90 -0.74 1.13 0.163
N -1.37 -0.79 -0.11 -0.534
H 0.82 1.05 -2.22 0.215
H -0.42 -0.07 -2.67 0.196
H 1.26 -0.38 -3.21 0.215
H 0.95 -1.86 -1.28 0.207
H 1.93 -0.54 -0.74 0.225
H 1.12 0.02 1.71 0.216
H -2.95 -0.90 1.34 0.196
H -1.76 -1.25 -0.93 0.412
H 0.13 2.43 1.73 0.473
H 0.64 2.37 3.15 0.471
O 0.87 2.70 2.28 -0.942
```

Computed properties:
charge	0
structure (SMILES)	CCc1cnc[nH]1.O
molar mass	114.15	g mol⁻¹
maximum force	1.24	eV/Å
energy	-10374.8907	eV



Record 3
C10H9N2O7OsP2S2 as an isolated structure. Source: OMol25; level of theory: ωB97M-V with the def2-TZVPD basis set.

XYZ file:
```
33
Properties=species:S:1:pos:R:3:nbo_charge:R:1
Os 1.65 0.75 -0.99 0.909
S 1.88 -1.35 -0.53 0.272
C 3.35 -1.52 0.44 -0.190
C 3.85 -2.76 0.79 -0.145
C 5.03 -2.83 1.53 -0.079
C 5.56 -4.11 1.89 0.227
N 5.97 -5.15 2.16 -0.195
C 5.68 -1.65 1.93 -0.085
C 5.16 -0.41 1.59 -0.126
C 4.00 -0.36 0.83 -0.223
S 3.26 1.18 0.37 0.350
C 6.88 -1.72 2.71 0.227
N 7.85 -1.77 3.32 -0.195
H 3.35 -3.67 0.49 0.258
H 5.66 0.50 1.90 0.258
C -0.11 4.44 -2.96 -0.646
C -0.53 2.97 -2.96 -0.491
O -1.78 2.75 -3.61 -0.740
P 0.65 1.93 -3.88 2.413
O 1.48 2.74 -4.92 -0.955
O -0.20 0.86 -4.63 -0.965
O 1.69 1.32 -2.94 -1.057
P -0.66 2.37 -1.22 2.331
O -0.55 0.71 -1.48 -1.007
O -1.92 2.78 -0.63 -1.030
O 0.73 2.54 -0.57 -1.031
H -0.14 4.83 -3.97 0.243
H 0.89 4.57 -2.55 0.248
H -0.81 5.02 -2.34 0.251
H -2.49 3.06 -3.03 0.519
H 1.12 2.79 -5.82 0.544
H -1.16 1.03 -4.56 0.556
H -1.18 0.18 -0.96 0.553
```

Computed properties:
charge	+1
molar mass	585.50	g mol⁻¹
maximum force	0.16	eV/Å
energy	-70541.8673	eV



Record 4
One molecule with the formula C5H9BrSi. Source: OMol25; level of theory: ωB97M-V with the def2-TZVPD basis set.

XYZ file:
```
16
Properties=species:S:1:pos:R:3:nbo_charge:R:1
C -0.64 1.11 -1.96 -0.396
C -1.58 0.61 -2.53 -0.237
C 0.86 -1.48 -0.04 -0.628
C -0.68 -0.11 1.69 -0.613
C 0.59 -0.10 0.70 -0.642
Si 0.74 1.43 -0.39 1.200
Br -2.84 -0.13 -3.58 0.191
H 0.50 -1.60 -1.04 0.218
H 1.95 -1.46 0.05 0.216
H 0.29 -2.32 0.41 0.217
H -1.63 -0.16 1.19 0.207
H -0.75 0.99 1.92 0.202
H -0.71 -0.78 2.54 0.217
H 1.37 -0.02 1.52 0.225
H 0.46 2.56 0.32 -0.189
H 2.05 1.46 -0.80 -0.189
```

Computed properties:
charge	0
structure (SMILES)	CC(C)[SiH2]C#CBr
molar mass	177.12	g mol⁻¹
maximum force	5.36	eV/Å
energy	-83247.3405	eV



Record 5
One molecule with the formula C10H13N3O. Source: OMol25; level of theory: ωB97M-V with the def2-TZVPD basis set.

XYZ file:
```
27
Properties=species:S:1:pos:R:3:nbo_charge:R:1
C 0.88 2.62 -1.60 -0.424
C -1.18 -1.26 -0.05 -0.311
C -0.21 0.21 1.63 -0.126
C 0.60 2.02 -0.44 0.022
C -0.18 -2.12 0.26 -0.010
C 0.83 -0.63 1.75 -0.168
C 0.30 1.86 -2.70 0.592
C -1.02 0.26 0.31 0.031
C -2.37 1.05 0.32 -0.633
C 2.06 -2.61 1.02 -0.395
N -0.39 0.88 -1.95 -0.442
N 0.96 -1.67 0.90 -0.298
N -0.11 0.94 -0.66 -0.182
O 0.43 1.84 -3.92 -0.649
H 1.53 3.44 -1.72 0.228
H -2.11 -1.64 -0.40 0.225
H -0.50 1.01 2.41 0.208
H 0.87 2.14 0.52 0.208
H -0.12 -3.14 -0.09 0.208
H 1.78 -0.28 2.37 0.188
H -2.40 1.88 1.07 0.227
H -3.30 0.43 0.46 0.224
H -2.58 1.38 -0.72 0.235
H 1.81 -3.54 0.57 0.210
H 2.96 -2.29 0.62 0.215
H 2.27 -2.74 2.10 0.207
H -0.81 -0.04 -2.07 0.411
```

Computed properties:
charge	0
molar mass	191.23	g mol⁻¹
maximum force	8.97	eV/Å
energy	-17091.7571	eV
multiplicity	3



Record 6
One molecule with the formula C2H4FN. Source: OMol25; level of theory: ωB97M-V with the def2-TZVPD basis set.

XYZ file:
```
8
Properties=species:S:1:pos:R:3:nbo_charge:R:1
C -0.25 -0.01 -0.77 -0.287
C 0.51 0.14 0.55 -0.291
N 1.08 0.41 -0.78 0.005
F 2.02 -0.71 -1.09 -0.304
H -0.56 -1.00 -1.10 0.236
H -0.91 0.83 -0.91 0.223
H 0.35 1.01 1.09 0.202
H 1.04 -0.57 1.00 0.216
```

Computed properties:
charge	0
structure (SMILES)	FN1CC1
molar mass	61.06	g mol⁻¹
maximum force	4.56	eV/Å
energy	-6342.7272	eV



- Which of these has the highest charge?
  C10H9N2O7OsP2S2



- Among the records above, which one has the highest charge?
  C10H9N2O7OsP2S2



- What is the formula in the second record?
  C5H10N2O